#i
7
Properties=species:S:1:pos:R:3 method="wB97M-V/def2-TZVPD" homo_ev=-9.5 total_charge=0 orbital_gap_ha=0.352
C -0.789 0.473 0.658
C -0.345 0.097 -0.504
O 0.627 -1.372 -0.255
F -0.149 0.381 -1.744
Br 2.328 -1.038 -0.716
H -1.194 1.459 0.928
H -0.478 0.001 1.633


#ii
7
Properties=species:S:1:pos:R:3 method="wB97M-V/def2-TZVPD" homo_ev=-9.9 total_charge=0 orbital_gap_ha=0.376
C -0.470 -0.918 -0.536
C 0.383 0.418 0.533
O -0.915 -1.934 -0.144
F -0.314 0.683 1.624
Br 0.210 1.960 -0.663
H -0.286 -0.551 -1.508
H 1.393 0.341 0.694


#ii is the most stable structure; the next one sits 0.0843 hartree above it.


#i
27
Properties=species:S:1:pos:R:3 method="wB97M-V/def2-TZVPD" homo_ev=-8.9 total_charge=0 orbital_gap_ha=0.331
C -2.659 -1.153 -1.446
C 3.057 -2.122 1.008
C -2.551 -0.181 1.535
C 0.609 0.262 -2.253
C -1.739 -0.562 -0.676
C 2.083 -1.221 1.262
C -1.567 -0.690 0.757
C -0.389 0.651 -1.402
C 0.706 -1.526 0.746
C 2.222 0.055 2.038
O 0.395 -2.490 0.067
O -0.328 -0.696 1.327
Si -1.191 2.353 -1.370
H -2.841 -0.862 -2.437
H -3.559 -1.587 -1.074
H 4.012 -1.958 1.604
H 2.917 -3.140 0.630
H -2.585 -0.120 2.568
H -3.555 -0.287 1.072
H 1.221 0.975 -2.767
H 0.706 -0.783 -2.561
H 1.234 0.357 2.171
H 3.058 0.005 2.855
H 2.671 0.770 1.304
H -2.466 2.142 -0.590
H -1.617 2.652 -2.696
H -0.409 3.429 -0.989


#ii
27
Properties=species:S:1:pos:R:3 method="wB97M-V/def2-TZVPD" homo_ev=-9.5 total_charge=0 orbital_gap_ha=0.365
C 2.069 2.266 0.540
Si 1.214 0.877 1.611
C -0.128 1.342 2.753
C 2.559 0.033 2.565
O 0.592 -0.145 0.427
C -0.132 0.313 -0.629
O -0.102 1.462 -1.006
C -1.033 -0.602 -1.272
C -1.419 -0.248 -2.573
C -2.250 -1.120 -3.252
C -2.536 -2.387 -2.793
C -1.827 -2.788 -1.670
C -1.249 -1.882 -0.816
H 1.976 3.313 0.763
H 1.710 2.158 -0.536
H 3.131 2.007 0.415
H -0.589 0.630 3.446
H -0.970 1.864 2.222
H 0.335 2.123 3.269
H 3.472 0.550 2.374
H 2.652 -1.014 2.445
H 2.373 0.262 3.613
H -1.175 0.754 -2.945
H -2.518 -0.774 -4.213
H -3.180 -2.988 -3.460
H -2.108 -3.798 -1.382
H -0.870 -2.208 0.105


#ii is the most stable structure; the next one sits 0.2722 hartree above it.


#i
20
Properties=species:S:1:pos:R:3 method="wB97M-V/def2-TZVPD" homo_ev=-13.4 total_charge=+1 orbital_gap_ha=0.333
C 1.863 -0.003 -0.876
C -2.406 0.718 -0.340
C -1.306 2.313 0.870
C 1.172 -1.258 1.075
C 0.725 -2.070 -1.158
N -1.271 1.158 0.050
N 1.273 -1.024 -0.418
Br 2.510 1.477 0.105
H -2.508 -0.103 -1.058
H 1.902 0.041 -1.995
H -3.336 1.228 0.021
H -0.594 2.353 1.811
H -0.998 3.130 0.239
H -2.310 2.620 1.235
H 0.536 -2.065 1.395
H 0.880 -0.333 1.704
H 2.235 -1.528 1.337
H 0.848 -1.774 -2.231
H -0.321 -1.844 -0.832
H 1.107 -3.035 -0.935


#ii
20
Properties=species:S:1:pos:R:3 method="wB97M-V/def2-TZVPD" homo_ev=-13.7 total_charge=+1 orbital_gap_ha=0.346
C 1.625 1.570 -0.831
C 1.038 0.583 0.096
N -0.155 -0.154 -0.146
C -0.188 -1.493 -0.632
C -0.276 -2.584 0.416
C -1.460 0.643 0.319
N -1.416 1.804 0.875
Br -3.059 -0.284 0.274
H 2.404 2.077 -0.424
H 1.984 1.340 -1.858
H 1.005 2.392 -1.065
H 1.776 -0.118 0.468
H 0.833 1.179 0.997
H 0.789 -1.794 -1.158
H -1.046 -1.399 -1.393
H 0.429 -2.465 1.241
H -1.320 -2.438 0.958
H -0.126 -3.511 -0.213
H -0.526 2.357 0.974
H -2.309 2.295 1.101


#ii is the most stable structure; the next one sits 0.0089 hartree above it.


#i
20
Properties=species:S:1:pos:R:3 method="wB97M-V/def2-TZVPD" homo_ev=-8.0 total_charge=0 orbital_gap_ha=0.334
C -2.689 -1.839 0.541
N -1.501 -1.207 -0.048
C -1.162 0.250 0.006
C -0.043 0.603 -0.964
N 1.060 1.336 -0.352
C 2.431 0.788 -0.324
N 2.841 0.381 0.974
H -3.014 -1.092 1.303
H -3.459 -1.793 -0.231
H -2.481 -2.748 1.090
H -0.706 -1.833 -0.104
H -0.935 0.596 1.018
H -2.109 0.763 -0.194
H 0.175 -0.273 -1.655
H -0.493 1.293 -1.709
H 1.017 2.212 -0.864
H 2.625 -0.018 -1.041
H 3.006 1.665 -0.597
H 3.098 1.158 1.570
H 2.338 -0.240 1.582


#ii
20
Properties=species:S:1:pos:R:3 method="wB97M-V/def2-TZVPD" homo_ev=-8.3 total_charge=0 orbital_gap_ha=0.346
N -2.133 -0.137 1.250
C -1.132 0.300 2.216
C 0.258 0.158 1.642
N 0.495 0.800 0.376
C 1.186 0.086 -0.730
C 0.320 0.160 -1.980
N 0.789 -0.637 -3.111
H -1.740 -0.606 0.449
H -2.929 -0.638 1.607
H -1.049 -0.317 3.120
H -1.345 1.300 2.433
H 0.972 0.461 2.412
H 0.455 -0.912 1.539
H 0.811 1.754 0.450
H 1.130 -0.952 -0.442
H 2.187 0.498 -0.795
H 0.084 1.145 -2.395
H -0.663 -0.208 -1.693
H 0.526 -1.615 -3.062
H 1.778 -0.642 -3.287


#ii is the most stable structure; the next one sits 0.0287 hartree above it.


#i
20
Properties=species:S:1:pos:R:3 method="wB97M-V/def2-TZVPD" homo_ev=-6.0 total_charge=0 orbital_gap_ha=0.244
C 2.106 -1.128 -0.790
C 0.684 -1.287 -0.877
C -1.963 -0.325 0.866
C 1.326 0.724 1.016
N -1.414 0.251 -0.355
N 0.044 0.127 -0.346
N -1.869 1.577 -0.515
H 0.368 0.777 -1.058
H -1.785 1.849 -1.487
H -1.371 2.238 0.080
H 2.647 -0.730 -1.640
H 2.677 -1.707 -0.080
H 0.270 -2.043 -0.212
H 0.257 -1.404 -1.875
H -1.608 -1.351 0.963
H -1.679 0.235 1.767
H -3.048 -0.331 0.777
H 1.393 -0.096 1.718
H 2.287 1.094 0.690
H 0.680 1.528 1.357


#ii
20
Properties=species:S:1:pos:R:3 method="wB97M-V/def2-TZVPD" homo_ev=-6.6 total_charge=0 orbital_gap_ha=0.269
C -0.763 -0.432 0.365
C -1.825 -1.021 -0.561
C -0.847 -1.027 1.771
N -0.928 0.999 0.442
N 0.593 -0.767 -0.221
H -0.172 1.418 0.977
H -0.856 1.416 -0.481
H 1.369 -0.312 0.334
H 0.742 -1.763 -0.357
H -0.072 -0.604 2.412
H -1.748 -2.108 -0.608
H -2.813 -0.760 -0.188
H -1.718 -0.618 -1.570
H -1.817 -0.791 2.206
H -0.727 -2.111 1.747
C 2.640 2.124 -1.309
N 2.023 1.145 -0.842
H 0.989 0.011 -1.052
H 2.563 2.491 -2.355
H 3.368 2.708 -0.711


#ii is the most stable structure; the next one sits 0.1490 hartree above it.


#i
20
Properties=species:S:1:pos:R:3 method="wB97M-V/def2-TZVPD" homo_ev=-8.3 total_charge=0 orbital_gap_ha=0.347
C -0.892 2.431 0.067
N -0.119 1.352 -0.437
N -0.434 0.106 0.252
N -1.750 -0.362 0.040
C 0.675 -1.002 -0.281
C 0.338 -2.343 0.363
C 1.973 -0.328 0.154
H -0.543 2.566 1.112
H -0.732 3.374 -0.393
H -1.964 2.196 0.148
H -0.117 1.218 -1.520
H -2.294 -0.132 0.789
H -2.193 0.068 -0.879
H 0.624 -0.886 -1.429
H 0.270 -2.236 1.442
H -0.789 -2.651 0.095
H 1.029 -2.948 -0.125
H 1.966 -0.217 1.318
H 2.092 0.663 -0.419
H 2.860 -0.866 -0.297


#ii
20
Properties=species:S:1:pos:R:3 method="wB97M-V/def2-TZVPD" homo_ev="-7.8 / -6.0" total_charge=0 orbital_gap_ha="0.322 / 0.249"
C 0.396 -0.498 0.126
C -1.644 0.634 -0.403
C -0.023 -1.788 0.768
C -1.371 1.445 -1.624
N 0.293 0.706 0.681
N 2.204 0.044 1.778
N 1.056 -0.585 -1.036
H -0.152 0.630 1.586
H 1.577 0.223 -1.338
H 1.985 0.429 2.702
H 2.736 0.798 1.338
H 1.336 -1.482 -1.393
H -2.027 -0.371 -0.565
H -2.133 1.140 0.423
H 0.819 -2.101 1.388
H -0.253 -2.559 0.030
H -0.894 -1.636 1.402
H -2.289 1.645 -2.194
H -0.693 0.919 -2.303
H -0.922 2.406 -1.368


#iii
20
Properties=species:S:1:pos:R:3 method="wB97M-V/def2-TZVPD" homo_ev=-8.7 total_charge=0 orbital_gap_ha=0.356
N -1.669 1.586 0.929
C -1.878 0.697 -0.325
C -1.725 -0.711 -0.121
C -0.251 -1.095 0.375
N 0.951 -1.242 -0.551
C 2.341 -0.700 -0.290
N 2.351 0.706 -0.232
H -0.599 1.616 0.920
H -2.051 2.522 0.733
H -1.264 1.039 -1.188
H -2.927 0.817 -0.575
H -1.766 -1.305 -1.058
H -2.477 -1.161 0.611
H -0.185 -0.574 1.369
H -0.379 -2.170 0.491
H 0.667 -0.575 -1.235
H 3.222 -0.966 -0.892
H 2.586 -0.867 0.783
H 1.870 1.162 0.577
H 3.183 1.220 -0.319


#iv
20
Properties=species:S:1:pos:R:3 method="wB97M-V/def2-TZVPD" homo_ev=-8.9 total_charge=0 orbital_gap_ha=0.370
N -0.001 1.990 1.613
C -1.007 0.981 1.426
C -0.485 -0.301 0.760
C -0.033 -0.102 -0.665
N -1.163 0.157 -1.534
C 0.851 -1.245 -1.156
N 2.221 -1.149 -0.573
H 0.548 2.124 0.774
H -0.374 2.888 1.889
H -1.860 1.290 0.808
H -1.458 0.674 2.380
H 0.340 -0.725 1.348
H -1.346 -0.975 0.854
H 0.610 0.777 -0.763
H -0.918 0.246 -2.513
H -1.969 -0.439 -1.438
H 0.362 -2.211 -0.979
H 0.982 -1.150 -2.233
H 2.138 -0.747 0.371
H 2.560 -2.084 -0.369


#iv is the most stable structure; the next one sits 0.0891 hartree above it.


#i
20
Properties=species:S:1:pos:R:3 method="wB97M-V/def2-TZVPD" homo_ev=-8.4 total_charge=0 orbital_gap_ha=0.353
N -1.375 -1.259 2.883
C -0.522 -0.400 2.026
C -1.197 -0.197 0.663
C -0.703 0.706 -0.473
N 0.213 -0.089 -1.278
C 1.097 0.536 -2.224
N 2.420 0.819 -1.627
H -1.462 -2.245 2.651
H -2.322 -0.898 2.923
H -0.450 0.463 2.688
H 0.437 -0.889 1.868
H -1.561 -1.227 0.359
H -2.188 0.258 0.850
H -0.236 1.581 -0.032
H -1.593 0.908 -1.089
H 0.504 -1.002 -0.987
H 1.147 -0.094 -3.136
H 0.580 1.444 -2.588
H 2.888 0.029 -1.205
H 3.059 1.243 -2.289


#ii
20
Properties=species:S:1:pos:R:3 method="wB97M-V/def2-TZVPD" homo_ev=-8.5 total_charge=0 orbital_gap_ha=0.349
C 0.776 0.613 2.294
C 0.336 -0.491 1.344
N 1.439 -1.321 0.855
C -0.565 -0.016 0.211
N 0.214 0.379 -0.995
C -0.387 0.028 -2.305
N -1.814 0.238 -2.475
H 1.574 0.373 2.993
H -0.121 0.891 2.854
H 1.176 1.443 1.698
H -0.252 -1.217 1.927
H 1.711 -1.187 -0.108
H 2.237 -1.399 1.446
H -1.100 0.836 0.652
H -1.346 -0.712 -0.086
H 0.427 1.346 -0.848
H 0.215 0.598 -3.008
H -0.138 -1.021 -2.423
H -2.273 -0.509 -1.958
H -2.111 1.126 -2.069


#iii
20
Properties=species:S:1:pos:R:3 method="wB97M-V/def2-TZVPD" homo_ev=-8.7 total_charge=0 orbital_gap_ha=0.358
N -2.574 -0.239 -0.768
C -2.049 0.504 0.451
C -0.642 0.933 0.225
C 0.419 -0.095 -0.038
N 0.571 -1.002 1.261
C 1.767 0.417 -0.304
N 2.654 -0.575 -0.837
H -2.691 0.519 -1.467
H -3.474 -0.707 -0.743
H -2.403 -0.205 1.287
H -2.678 1.395 0.547
H -0.633 1.636 -0.633
H -0.347 1.586 1.057
H 0.095 -0.751 -0.850
H 0.788 -0.275 1.939
H -0.279 -1.541 1.229
H 1.526 1.139 -1.120
H 2.267 1.037 0.455
H 2.731 -1.444 -0.314
H 3.514 -0.110 -1.081


#ii is the most stable structure; the next one sits 0.0175 hartree above it.


#i
20
Properties=species:S:1:pos:R:3 method="wB97M-V/def2-TZVPD" homo_ev=-8.7 total_charge=0 orbital_gap_ha=0.352
C -2.102 -1.965 1.125
N -2.426 -0.771 0.805
C -2.211 0.271 1.809
H -1.972 -2.794 0.393
H -1.896 -2.225 2.166
H -1.408 0.954 1.533
H -2.011 -0.157 2.822
H -3.146 0.836 1.848
C 1.416 -0.967 -0.327
N 2.158 0.368 -0.339
C 1.440 1.511 -0.843
N 1.352 1.486 -2.306
H 2.044 -1.589 0.287
H 0.496 -0.857 0.269
H 1.225 -1.454 -1.293
H 2.616 0.574 0.570
H 1.994 2.486 -0.628
H 0.433 1.587 -0.378
H 2.221 1.069 -2.674
H 0.551 0.887 -2.612


#ii
20
Properties=species:S:1:pos:R:3 method="wB97M-V/def2-TZVPD" homo_ev=-8.1 total_charge=0 orbital_gap_ha=0.325
H 0.662 -2.369 0.778
N 0.712 -1.832 1.642
C 0.423 -0.593 1.523
C -0.092 0.136 2.732
H 0.840 0.157 0.808
H 0.166 1.192 2.663
H -1.177 0.056 2.785
H 0.341 -0.291 3.633
C -0.526 -1.009 -1.668
N -0.307 0.143 -0.808
C 1.042 0.957 -1.351
N -1.505 0.902 -0.775
H -1.446 -1.519 -1.385
H 0.342 -1.661 -1.590
H -0.620 -0.717 -2.722
H 1.696 1.329 -0.562
H 1.662 0.273 -1.925
H 0.889 1.862 -1.950
H -1.709 1.301 -1.694
H -1.391 1.680 -0.134


#i is the most stable structure; the next one sits 0.0685 hartree above it.


#i
10
Properties=species:S:1:pos:R:3 method="wB97M-V/def2-TZVPD" homo_ev="-8.9 / -8.4" total_charge=0 orbital_gap_ha="0.329 / 0.292"
C 0.639 0.405 -0.212
C 3.406 -0.728 0.556
C -0.283 0.157 0.577
C -1.700 0.168 -0.019
F 0.724 0.590 -1.541
F 3.307 -1.163 -0.659
H -0.186 -0.093 1.611
H -2.372 -0.007 0.862
H -1.660 -0.553 -0.779
H -1.874 1.225 -0.397


#ii
10
Properties=species:S:1:pos:R:3 method="wB97M-V/def2-TZVPD" homo_ev=-9.6 total_charge=0 orbital_gap_ha=0.385
F -0.225 2.757 -0.230
C 0.303 1.534 0.286
C -0.746 0.449 0.115
C -1.959 0.035 0.010
F -3.254 -0.024 0.059
C -0.929 -0.998 -0.322
H 0.653 1.575 1.408
H 1.124 1.477 -0.421
H -0.673 -1.328 -1.429
H -0.657 -1.864 0.418


#ii is the most stable structure; the next one sits 0.1573 hartree above it.


#i
13
Properties=species:S:1:pos:R:3 method="wB97M-V/def2-TZVPD" homo_ev=-9.8 total_charge=0 orbital_gap_ha=0.398
C -1.146 0.273 0.669
N 0.046 -0.226 0.628
C 0.634 -0.400 1.934
H -1.874 0.132 -0.194
H -1.412 0.774 1.619
H 1.270 -1.313 1.952
H -0.015 -0.127 2.830
H 1.261 0.478 2.088
C 0.323 0.076 -2.304
H 0.535 -0.071 -3.373
H 1.087 0.215 -1.506
H -0.342 -0.793 -1.970
H -0.367 0.982 -2.374


#ii
13
Properties=species:S:1:pos:R:3 method="wB97M-V/def2-TZVPD" homo_ev=-9.3 total_charge=0 orbital_gap_ha=0.386
C 0.610 1.046 -0.704
C -0.453 0.024 -0.129
C -0.210 -0.171 1.362
N -0.499 -1.327 -0.727
H 0.595 0.886 -1.794
H 1.696 0.848 -0.380
H 0.205 2.049 -0.350
H -1.459 0.447 -0.291
H -0.935 -0.880 1.691
H -0.249 0.716 1.971
H 0.796 -0.584 1.521
H 0.314 -1.946 -0.418
H -0.410 -1.107 -1.753


#ii is the most stable structure; the next one sits 0.0609 hartree above it.


#i
20
Properties=species:S:1:pos:R:3 method="wB97M-V/def2-TZVPD" homo_ev=-10.8 total_charge=0 orbital_gap_ha=0.424
C 1.610 1.830 -3.279
C 0.726 1.801 -1.999
C 1.406 1.152 -0.811
C 0.434 0.356 -0.001
H 2.305 0.947 -3.157
H 2.046 2.742 -3.556
H 1.085 1.370 -4.034
H -0.210 1.334 -2.114
H 0.401 2.748 -1.689
H 2.110 1.842 -0.217
H 2.100 0.396 -1.258
H -0.117 1.114 0.628
H 0.935 -0.058 0.839
H -0.107 -0.495 -0.389
O -2.456 -0.705 7.062
H -1.600 -1.185 6.920
H -2.553 -0.063 6.341
O -2.490 -4.796 0.023
H -3.025 -5.548 -0.306
H -2.600 -4.783 0.996


#ii
20
Properties=species:S:1:pos:R:3 method="wB97M-V/def2-TZVPD" homo_ev=-11.4 total_charge=0 orbital_gap_ha=0.449
C 0.397 1.034 -0.708
C 0.981 0.077 0.364
C 0.218 -1.268 0.305
C 2.471 -0.239 0.238
H 0.105 2.023 -0.379
H 1.202 1.351 -1.381
H -0.321 0.472 -1.279
H 0.738 0.544 1.315
H 0.697 -1.995 0.972
H 0.361 -1.786 -0.648
H -0.815 -1.090 0.586
H 3.046 0.466 -0.369
H 2.958 -0.361 1.203
H 2.611 -1.184 -0.284
O -2.238 -0.490 -2.493
H -1.531 -1.043 -2.855
H -1.838 0.283 -2.076
O -1.545 0.926 2.415
H -0.834 0.607 2.984
H -1.319 0.548 1.561


#ii is the most stable structure; the next one sits 0.0283 hartree above it.